a) Here is a 12-piece molecular cluster, C48H132N12O12 overall from OMol25. Energies are from wB97M-V/def2-TZVPD.

* highest occupied orbital energy: -8.549 eV
* total charge: 0
* orbital gap: 9.213 eV
* structure (SMILES): COC[C@H](C)N.COC[C@H](C)N.COC[C@H](C)N.COC[C@H](C)N.COC[C@H](C)N.COC[C@H](C)N.COC[C@H](C)N.COC[C@H](C)N.COC[C@H](C)N.COC[C@H](C)N.COC[C@H](C)N.COC[C@H](C)N

Cartesian coordinates (Å):
C  13.5204  18.4305  19.4319
H  23.2828  17.7702  10.1672
H  19.9655  18.7889  18.3107
H  16.8630  20.1458  9.1755
H  13.1656  14.9755  12.6439
H  16.2506  15.0593  13.1153
N  9.0100  13.6623  14.7176
H  21.1957  14.8668  8.8523
H  16.5142  12.3727  17.0463
H  22.7888  22.9493  16.4355
H  10.7290  15.2929  15.4617
C  11.2217  14.4911  14.9061
H  13.4536  10.0396  16.6208
H  22.6676  16.2846  10.8918
H  22.1731  12.5255  13.9133
O  18.0535  16.9183  13.3350
H  16.1212  19.0756  15.0859
C  13.2674  15.2844  15.8563
C  20.5247  18.1670  17.6571
C  17.8854  16.3731  19.2010
O  18.8974  11.1697  14.8717
H  11.6168  11.9278  13.5214
H  15.8323  14.3312  14.7749
H  12.5003  18.5448  19.0502
O  14.2235  17.7258  18.4527
H  19.9175  10.2328  11.4277
H  24.7934  21.3672  12.8301
C  21.5378  13.0720  11.1890
H  12.6623  16.0761  16.2378
H  18.6462  19.7056  9.4235
H  8.7091  14.2164  15.4985
C  17.8205  13.8969  10.6151
H  14.8375  17.5799  10.3101
H  17.3580  20.2386  18.2094
H  22.2791  19.7469  12.1089
H  21.5784  17.7117  10.8094
C  17.9082  14.7012  14.4861
O  22.3716  13.6625  12.1895
H  20.8831  17.2578  18.1943
N  22.0361  22.2870  16.1843
H  21.1840  19.8060  15.4122
N  21.4775  14.3358  15.8270
H  19.0446  16.3564  15.1000
H  13.1172  8.6433  14.4426
H  10.5031  12.9712  12.8009
H  18.2102  19.7358  13.5171
N  18.9109  10.3601  11.3012
C  23.9694  19.4998  13.5947
H  20.0700  17.3838  13.2157
H  23.1487  21.8929  18.6443
C  17.5981  19.5513  9.7736
H  18.9427  20.8100  14.5516
H  17.5325  14.5324  16.3683
H  8.3419  12.9803  14.4534
H  15.6037  14.2339  9.8488
C  18.6690  21.0104  11.1858
H  14.6486  12.7564  15.8112
H  18.1111  15.7863  7.6817
H  15.6355  16.1932  11.1563
O  21.6783  18.7919  17.1210
N  18.1492  14.0764  15.7286
H  13.4055  17.7415  20.2902
H  13.8843  15.6801  15.0562
H  14.4943  16.8027  13.1688
H  21.4453  21.4540  18.8138
C  19.0070  20.4565  13.5624
H  23.8274  13.8770  15.5007
H  20.8537  11.4590  15.6842
H  14.0046  14.9885  16.6542
H  20.5141  13.3942  11.3308
H  18.4049  16.1475  18.2415
N  25.2553  18.7897  13.6118
O  17.6332  20.0598  11.1160
H  23.8038  15.5637  15.4566
H  20.2069  10.3181  13.5177
H  13.5254  11.6185  18.1659
C  17.7275  13.8717  19.7601
C  10.3624  13.2430  14.8448
C  22.6319  17.3807  10.8999
C  19.2664  16.9305  12.6524
C  13.7369  10.7818  15.8581
H  19.5019  22.3415  12.5358
C  18.0802  16.2638  14.5740
H  17.0068  13.0820  19.9772
H  21.1937  22.7439  16.5558
H  15.6698  15.9302  18.1215
H  18.6824  11.9570  12.5936
C  15.9394  11.4496  16.9528
H  16.5002  11.0397  11.5814
C  22.4316  21.1664  18.4090
O  14.5197  10.2109  14.8032
H  17.2745  13.9581  11.5152
H  21.6812  13.4222  16.1762
O  19.5931  16.0101  9.2304
C  14.5593  17.5461  12.4371
H  13.0100  12.7948  17.2338
C  15.9678  18.9274  17.2426
H  15.5813  14.3181  18.2130
C  21.7967  13.5129  13.4994
H  15.7587  20.7896  18.3940
H  20.4088  20.3606  17.0000
H  14.5274  14.3585  11.7683
H  16.4291  10.9123  16.1931
C  16.3908  19.8595  18.3783
C  14.7095  16.8269  11.1119
C  19.1444  10.2848  13.7341
N  15.6469  18.4039  12.7727
C  14.5548  18.5145  17.3280
C  16.8711  10.6970  12.5288
C  16.9778  15.1781  19.5212
C  18.3727  10.9299  12.5537
C  13.5624  14.8358  11.6269
H  14.3764  17.8604  16.4242
H  12.4353  17.9025  12.1333
C  22.3701  21.0585  16.8870
H  17.1907  19.9209  16.0397
H  18.8935  14.1199  10.8028
H  17.3592  15.9217  10.3093
H  19.9646  9.8847  16.1380
H  18.5758  9.3950  11.4017
C  17.4309  15.0141  9.6813
O  23.1085  17.7979  12.1667
H  21.6885  11.9848  11.1839
H  16.2958  11.1276  13.3757
H  13.1605  10.1785  13.3751
O  12.4461  14.1422  15.5651
H  13.3439  18.9648  13.3421
H  23.3477  20.7548  16.5283
H  16.7716  9.6195  12.5416
H  15.6732  15.5681  8.7465
H  21.5029  16.6187  8.8069
H  19.2071  17.5369  11.7821
H  18.6961  14.3640  13.8866
H  17.2607  16.5939  15.1857
H  16.3175  15.4116  20.3718
N  16.1536  14.7130  9.0805
H  20.6089  15.6862  7.4205
O  18.8447  16.6402  20.1994
C  10.6273  12.3263  13.6318
H  16.5440  17.9201  12.9388
H  21.8069  15.5539  14.1619
H  18.4211  13.9828  20.5960
H  13.5210  19.3138  11.6638
C  21.3500  20.0504  16.5097
H  18.0316  13.0700  15.7266
C  19.8789  10.9405  15.8678
N  16.2513  19.6237  15.9444
H  25.0617  17.8157  13.4699
H  25.6395  18.8474  14.5694
H  20.4774  14.4434  15.9090
H  18.8410  9.2950  13.9828
C  20.8126  15.8044  8.5014
H  18.2738  13.5375  18.8429
H  19.5495  11.3745  16.8269
H  16.0272  10.9099  17.9121
H  21.9699  13.5077  10.2957
C  13.7700  9.4298  13.9046
H  24.7407  21.1658  14.5867
H  23.2644  21.5054  13.6883
C  18.7057  21.5558  12.5459
H  17.3466  18.4842  9.7493
H  23.2764  19.2045  14.3884
H  14.4085  8.8295  13.1710
H  15.8896  19.1283  12.0964
H  19.6560  20.5969  11.0608
H  17.2581  17.2835  19.0418
H  16.7677  21.6326  13.2254
H  12.7391  11.1366  15.5400
H  17.3680  17.7415  21.1544
H  17.1925  22.8215  12.0670
C  24.2302  20.9870  13.6670
N  17.4809  22.3047  12.9091
H  13.9105  19.3657  17.3805
N  13.8517  12.4437  17.6827
C  23.5558  14.7132  14.8879
H  22.6962  20.1647  18.8094
H  11.5030  14.8346  13.9247
C  14.5661  11.8951  16.5118
C  16.5078  14.3389  13.9050
H  18.0790  16.3762  22.1820
H  16.3633  19.3538  19.3315
H  19.7885  17.8122  16.9422
H  16.5358  17.9940  17.2105
C  18.5216  15.3011  8.5973
H  16.4151  13.3001  13.5178
H  23.8771  19.5521  11.4459
C  22.1042  14.5634  14.5112
H  20.0036  20.1113  13.4267
H  19.0255  17.7607  21.8890
H  9.9552  11.4772  13.5412
O  13.6295  15.9904  10.8347
C  13.3181  18.4720  12.3771
H  24.2260  14.8495  14.0076
H  19.5537  15.9160  12.3892
C  23.2426  19.2057  12.2706
H  12.9037  14.1453  11.1566
H  17.7385  12.8480  10.1941
H  18.3929  21.7038  10.4047
H  20.6900  13.3576  13.4334
H  18.9329  14.3716  8.2544
H  10.6857  12.8153  15.7837
H  13.9738  19.3356  19.8153
N  16.2538  15.0486  18.1863
C  18.2649  17.1681  21.3740

Here are the Mulliken charges for atoms 1 to 4, given in e: -0.954 0.526 0.553 0.190

***

b) Here is a 12-piece molecular cluster, C48H132N12O12 overall from OMol25. Energies are from wB97M-V/def2-TZVPD.

* highest occupied orbital energy: -8.360 eV
* total charge: 0
* orbital gap: 8.640 eV
* structure (SMILES): COC[C@H](C)N.COC[C@H](C)N.COC[C@H](C)N.COC[C@H](C)N.COC[C@H](C)N.COC[C@H](C)N.COC[C@H](C)N.COC[C@H](C)N.COC[C@H](C)N.COC[C@H](C)N.COC[C@H](C)N.COC[C@H](C)N

Cartesian coordinates (Å):
H  -1.5465  1.4207  -4.5922
H  1.3206  -5.3213  2.1140
H  2.2428  -0.2427  1.6575
H  3.5335  -4.5259  -1.6876
N  -1.6859  -0.7208  -1.5992
H  -3.1337  10.3076  -0.3585
H  -0.0666  -4.0927  5.3078
C  2.6477  -0.1571  0.6491
H  5.7006  -0.0413  3.6440
C  2.6864  2.7043  -2.5079
H  6.6694  2.7627  -0.4863
H  -3.8595  9.4301  -1.6979
H  -2.0457  -3.9935  -6.3186
H  -3.1619  11.1673  -1.8244
H  -1.3843  -3.9919  -2.9637
C  5.8599  2.1209  2.0722
H  2.3654  2.0653  3.3761
H  3.0772  2.5225  -1.5068
H  -4.3650  1.3292  -4.4781
H  -2.6053  -4.8812  -5.0569
H  -6.4562  1.7020  3.8687
H  -0.4127  2.0163  -0.1436
N  -2.7426  -3.2485  0.4806
C  0.5492  -5.9587  -2.2824
H  -2.4547  -3.7022  -0.3746
H  8.9553  -0.9462  3.6216
H  8.5186  -0.5535  -2.3276
H  -4.1993  -5.3877  1.1730
H  1.6684  3.0929  -2.5376
H  0.9701  9.7672  -1.9519
H  3.1520  -6.2720  -1.8251
C  -1.4214  -0.7358  4.0979
H  -1.0224  -1.3573  -4.3143
H  3.0129  2.4009  -5.1918
O  -1.7132  9.6531  -1.5782
C  1.6428  2.3145  4.1531
C  7.1275  3.0192  1.7516
C  -2.4496  -3.8346  -5.3187
H  -4.0910  -3.3842  2.7987
H  -4.4848  -3.0306  -7.0670
H  -0.7320  -0.8444  3.2606
C  -5.1993  0.5642  -2.5493
C  -4.6464  -4.7737  0.3912
H  -6.3942  -0.6348  1.9337
H  -0.3406  5.9381  -0.7990
H  -7.1109  1.4239  -1.9275
H  -2.2094  -0.0994  3.6955
C  -3.6347  -2.9056  -5.1581
C  6.5261  -2.2574  -0.2065
H  -6.0897  4.5649  4.0397
H  0.9310  -1.3930  -1.0415
H  -6.4042  -1.7149  0.4504
C  -3.0855  10.1516  -1.4362
C  3.5356  -3.9975  1.7732
H  -4.1902  -0.5407  -1.1297
H  -0.8279  -3.5279  -1.5210
H  1.2995  6.4031  -1.0425
H  10.4206  -1.0894  2.5561
H  -3.1028  3.0228  4.8004
H  -1.2122  -1.6574  -5.8979
C  1.0816  -4.2600  2.0450
N  8.3839  2.3144  2.0810
O  2.2934  -3.3783  2.2325
H  0.2828  -2.2993  -5.0334
H  2.2043  2.8891  4.8897
H  7.0537  -1.1695  -2.5495
H  4.9429  2.6258  1.7681
H  7.0578  3.9209  2.3600
C  -1.1890  8.7494  -0.5959
C  -0.1821  1.3020  5.3699
O  -4.8392  0.9508  4.9887
H  -0.4389  2.4423  -6.2379
C  -0.9589  -5.6154  -1.8326
H  0.3164  -1.0653  0.5266
C  -4.3423  -2.9999  -3.7688
H  -0.1114  -0.7310  5.8294
C  -4.1707  -3.3350  0.6148
H  -1.5233  -4.1091  2.2385
H  -6.1641  2.3170  5.5475
H  1.2191  -5.1989  4.5241
H  8.2364  1.3949  1.6901
H  6.8767  -0.2810  -0.4489
H  -5.0242  -2.1506  -3.7251
H  9.4254  -2.4362  2.9473
H  5.9412  1.2060  1.4853
H  0.4595  -5.9620  -3.3687
H  -1.8556  -1.6980  4.3695
H  -2.6802  2.7516  -4.6360
H  0.6024  -4.0855  1.0817
H  -1.9110  0.6205  7.0125
N  3.9867  0.7108  -3.0734
H  0.4383  6.9173  0.4777
C  -0.7976  -2.1556  -5.0216
H  -5.0555  -0.7786  6.1007
C  -3.8052  3.7823  4.4570
C  -5.6891  -0.1424  5.4827
C  8.7404  -1.1988  0.3799
N  -5.9082  4.0245  3.2059
N  1.2326  8.9249  -1.4601
H  -5.7208  -4.8500  0.5582
N  -4.7022  -3.1189  -6.0846
C  2.4481  1.5635  -4.7820
O  -5.9292  -2.6544  2.1759
C  -0.5934  0.1724  -1.1466
H  4.3296  -3.2577  1.6718
H  9.2757  -0.2707  0.1797
H  -4.1001  -1.8097  2.1771
H  -1.4006  -1.2410  -2.4165
C  -0.8946  -0.0957  5.4157
C  5.3438  0.9039  4.0533
C  7.0974  3.4120  0.2774
H  -2.1116  -6.2750  -3.4865
H  -2.0153  1.7192  -0.6073
H  -5.8624  -0.2755  -2.7576
O  8.3285  -1.0975  1.7871
H  -0.3074  7.8557  -2.3316
H  0.0891  -2.8183  3.1727
H  2.9089  -5.2190  -3.2100
H  2.9314  -1.1746  0.3802
N  7.8894  -1.2683  -1.9910
H  4.6139  1.1332  -3.7429
O  -1.4138  -3.3372  -4.5483
H  -3.4648  -0.0414  -3.8512
O  0.9180  1.1754  4.5430
O  1.0201  1.7140  -5.0018
H  5.7050  -2.3339  -0.9192
H  -1.6517  -4.3327  3.8308
H  1.5386  -3.5049  4.7523
H  2.7077  0.6943  -5.3863
H  9.4104  -1.9930  0.0507
H  6.9618  -3.2563  -0.1826
H  -5.9548  2.4884  -1.5366
H  -1.8972  -7.5205  -2.2664
H  -5.1362  -4.0201  -5.9446
H  0.8871  2.9972  3.7647
C  0.7366  -4.2233  4.5826
O  -2.8690  1.5523  -3.0002
H  -6.2927  2.5785  -3.0897
H  -5.9730  -0.6806  4.5784
H  3.5607  0.4332  0.5708
H  3.3444  3.4867  -2.8859
H  1.5122  9.1728  -0.5218
C  7.5038  -1.1624  -0.5827
C  0.3653  6.7434  -0.5959
H  -1.3326  2.6027  -3.3405
C  -6.6198  -1.6153  1.5142
H  -1.4656  0.7479  0.7754
C  -4.9024  3.0475  3.6801
H  -2.4883  -2.2886  0.2960
H  -7.7023  -1.6129  1.6418
C  -2.1030  -6.4601  -2.4123
H  -4.4518  2.6187  2.7850
N  -1.3990  -4.2228  -1.9806
H  3.8685  -4.9021  2.2821
N  -1.1057  -4.5915  3.0215
H  2.0527  0.7526  -2.8513
H  -5.3887  4.5905  2.5504
C  2.8601  -5.2647  -2.1220
C  -5.7130  2.0122  4.6032
H  -4.9822  -3.8749  -3.6552
H  -4.4894  -5.0684  -0.6464
H  0.0593  1.7090  6.3518
H  -2.3443  -0.1072  -2.0576
H  -0.2129  0.6971  -2.0230
H  -0.9821  9.2550  0.3473
C  -2.0894  2.1279  -3.9651
O  5.9051  1.9848  3.4614
C  -0.0128  8.1026  -1.3116
H  -2.9855  -6.3822  -1.7773
H  0.7909  -6.8915  -1.7729
H  5.6351  0.8426  5.1019
H  -3.9582  1.0072  -1.0853
N  -2.0394  -0.1211  6.3390
H  -3.3589  4.5465  3.8208
H  -0.9302  -5.7072  -0.7468
H  8.5233  2.1907  3.0737
H  -6.5428  0.3105  5.9870
C  9.3797  -1.3727  2.7128
C  -6.1736  1.7912  -2.3453
H  3.3231  -4.2134  0.7261
H  6.1276  -2.1206  0.7988
H  -4.2848  4.4168  5.2023
O  1.5335  -4.9911  -1.8157
C  0.5619  -0.5790  -0.4176
H  -0.8584  1.9667  4.8325
H  4.2580  0.9927  4.0877
H  -1.9896  8.0198  -0.4736
H  -3.6558  -2.9224  -2.9257
C  -1.1571  1.2202  -0.1573
H  4.1633  1.0681  -2.1453
H  6.5490  4.3531  0.3184
N  -4.7006  0.3293  -1.1822
C  -4.5505  -2.7881  2.0102
H  -4.6067  -2.6893  -0.1475
C  2.7620  1.4390  -3.3137
H  0.4264  1.1488  -6.9766
C  0.5626  2.0249  -6.3426
H  8.0747  3.6659  -0.1329
H  -3.2384  -1.9090  -5.3527
C  0.1569  -3.9036  3.2480
O  1.6664  0.3260  -0.0896
C  -4.0085  0.8580  -3.5621
H  1.2022  2.7541  -6.8397
H  -2.8147  0.2732  5.8258

Here are the Mulliken charges for atoms 1 to 4, given in e: 0.168 0.516 0.163 -0.083

***

Stability ranking, top entry: a); the second entry is 83.9 kcal/mol less favorable.

***

a) Here is a 3-piece molecular cluster, C4H14NO3 overall from OMol25. Energies are from wB97M-V/def2-TZVPD.

* highest occupied orbital energy: -13.971 eV
* total charge: +1
* orbital gap: 10.795 eV

Cartesian coordinates (Å):
H  -1.3227  -3.4167  -0.7023
H  1.5006  -0.3847  -1.0992
H  -0.1212  -0.1447  2.3908
H  -2.4075  0.2614  0.7759
N  -1.9348  -0.0288  -0.0941
H  -0.8405  -3.1528  0.7587
O  -0.2239  -0.9832  -1.9012
C  -0.4133  0.2940  0.0373
O  -1.1372  -2.7579  -0.0645
H  0.8274  -1.2035  1.2692
C  0.3561  -0.4438  -1.0473
C  0.3130  -0.1831  1.3239
H  -2.3440  0.5143  -0.8921
H  0.9451  2.5021  -2.8681
H  1.3286  1.7943  1.1282
H  2.3552  0.5270  0.8071
H  1.2762  2.4008  -1.3250
H  -2.1042  -1.0301  -0.2300
O  0.6024  2.4534  -2.0219
H  -0.2705  1.4108  -0.1992
H  2.0870  0.7914  2.4603
C  1.5282  0.7799  1.4937

Here are the natural (NBO) charges for atoms 1 to 4, given in e: 0.503 0.158 0.259 0.441

***

b) Here is a 2-piece molecular cluster, C4H14NO3 overall from OMol25. Energies are from wB97M-V/def2-TZVPD.

* highest occupied orbital energy: -14.097 eV
* total charge: +1
* orbital gap: 11.023 eV

Cartesian coordinates (Å):
C  -0.0624  0.7251  0.2999
C  -1.2981  0.6801  1.1790
H  -1.2448  -0.6068  -0.9881
O  1.9387  0.3188  2.7730
H  1.6463  -1.2020  -1.2363
H  -1.1568  1.2883  2.0657
H  0.8955  0.1105  -2.6547
H  0.8691  0.4843  0.8143
H  -2.8910  1.7987  0.8682
O  -2.3863  1.1370  0.3894
H  2.1038  1.0784  3.3413
H  -0.7438  0.3380  -2.8521
H  -1.4750  -0.3411  1.5404
C  0.6716  -1.4541  -0.8096
H  0.7839  -1.8632  0.1865
H  -0.2852  -3.1504  -1.2966
N  0.0463  0.4762  -2.2244
H  0.0737  1.7728  0.0091
H  2.4078  -0.3908  3.2231
C  -0.2353  -0.2308  -0.8786
H  0.1556  1.4674  -2.0156
O  0.1865  -2.4362  -1.7341

Here are the natural (NBO) charges for atoms 1 to 4, given in e: -0.469 -0.059 0.241 -0.959

***

Stability ranking, top entry: b); the second entry is 17.5 kcal/mol less favorable.